Entry 1:
# C6H5IN2O5S

A cluster of 2 separate species, C6H5IN2O5S in total (ωB97M-V/def2-TZVPD, the OMol25 dataset).

Output
total charge = -2
LUMO = 3.96 eV
HOMO = 1.51 eV

Each line ends with the Löwdin charge.
Element x y z (Å)
C1 2.226243 -0.095968 -0.058714  -0.135
S1 1.025236 1.242116 0.494037  0.709
O1 1.774050 2.094130 1.527205  -0.432
O2 0.713588 2.042542 -0.766792  -0.406
C2 -0.489682 0.567700 1.344839  -0.370
C3 -1.040316 1.684311 2.345061  -0.232
N1 -1.511857 2.486585 3.118089  0.125
C4 -1.696730 0.125549 0.373185  -0.614
I1 -2.756914 1.838635 -0.540375  0.802
C5 -2.786856 -0.614508 1.302223  -0.255
N2 -3.628023 -1.138021 2.001739  0.091
H1 1.846715 -0.575858 -1.039138  0.051
H2 2.349869 -0.888878 0.781399  0.077
H3 3.239623 0.430708 -0.242768  0.086
H4 -0.172046 -0.347212 1.955542  0.145
H5 -1.357099 -0.542560 -0.501583  0.074
C6 0.534531 -2.066495 -2.993175  -1.094
O3 -0.302508 -1.730968 -2.116278  -0.180
O4 1.737225 -1.638355 -3.036000  -0.218
O5 0.294956 -2.873453 -3.948487  -0.224

Forces on atoms 1 to 3 (eV/Å):
C -0.11 -0.95 0.41
S 3.82 4.54 -2.30
O -2.38 -2.63 -1.71

---

Entry 2:
# C22H24FNO2SiTc

A structure of composition C22H24FNO2SiTc (ωB97M-V/def2-TZVPD, the OMol25 dataset).

Output
LUMO (alpha / beta) = 0.26 / 0.06 eV
energy relative to the best compared isomer or geometry (same formula, charge and spin) = 90.4 kcal per mole
2S+1 = 2
HOMO (alpha / beta) = -6.76 / -6.67 eV

Each line ends with the Löwdin charge.
Element x y z (Å)
Tc1 -0.322146 0.176975 0.661453  1.495
C1 -3.124481 4.130275 0.636408  -0.186
Si1 -1.946758 2.810254 1.217338  0.412
C2 -0.378034 3.658651 1.842377  -0.175
C3 -2.726278 1.956625 2.717251  -0.184
N1 -1.482253 1.572035 0.104530  -0.258
C4 -1.437086 1.561877 -1.246304  -0.302
C5 -1.986151 2.531177 -2.103552  -0.016
C6 -1.904635 2.440474 -3.500098  -0.086
C7 -1.256297 1.369858 -4.096006  -0.102
C8 -0.697224 0.383099 -3.292324  -0.005
C9 -0.796760 0.463460 -1.890994  -0.179
O1 -0.271103 -0.501450 -1.039053  -0.269
C10 0.335170 -1.612900 -1.559190  -0.292
C11 1.724740 -1.700143 -1.500619  0.009
C12 2.365031 -2.855695 -1.947326  -0.058
C13 1.610040 -3.923705 -2.438265  -0.074
C14 0.216185 -3.840234 -2.473835  -0.063
C15 -0.425345 -2.686805 -2.021801  0.001
H1 -3.484933 4.715780 1.488578  0.038
H2 -4.000213 3.699330 0.141903  0.036
H3 -2.640894 4.832411 -0.049156  0.030
H4 -0.626368 4.398036 2.609638  0.030
H5 0.135561 4.169448 1.022692  0.034
H6 0.307137 2.925989 2.279355  0.006
H7 -2.970050 2.692686 3.488857  0.030
H8 -2.038188 1.221059 3.144210  0.001
H9 -3.647816 1.443531 2.425980  0.027
H10 -2.509772 3.389176 -1.705921  0.079
H11 -2.354032 3.217647 -4.109031  0.103
H12 -1.187005 1.300721 -5.175270  0.101
H13 -0.186805 -0.443914 -3.770584  0.116
H14 2.292696 -0.866094 -1.097071  0.128
H15 3.447413 -2.924476 -1.900563  0.114
H16 2.108441 -4.826068 -2.780539  0.106
H17 -0.372866 -4.675515 -2.840973  0.108
H18 -1.508874 -2.612369 -2.020260  0.130
O2 1.013006 1.148526 0.313925  -0.404
F1 4.395422 -4.358785 1.616624  0.041
C16 3.469016 -3.390297 1.821559  -0.276
C17 2.137444 -3.607384 1.454509  -0.019
C18 1.180609 -2.609279 1.665151  -0.081
C19 1.551355 -1.387173 2.245384  -0.332
C20 0.514218 -0.328023 2.462870  -0.307
C21 2.890597 -1.173573 2.611763  -0.034
C22 3.844916 -2.173975 2.399597  -0.008
H19 1.845616 -4.548639 1.006581  0.114
H20 0.152056 -2.788129 1.376657  0.099
H21 0.951961 0.583203 2.923254  0.055
H22 -0.278858 -0.715809 3.136345  0.043
H23 3.196867 -0.236662 3.060301  0.113
H24 4.875730 -2.005206 2.683646  0.112

Forces on atoms 1 to 3 (eV/Å):
Tc 5.54 3.11 5.82
C -0.21 0.06 -0.41
Si 0.44 0.44 1.61

---

Entry 3:
# C5H16N2O

A cluster of 2 separate species, C5H16N2O in total (ωB97M-V/def2-TZVPD, the OMol25 dataset).

Output
structure (SMILES) = CCNCCNC.O
LUMO = 0.88 eV
energy relative to the best compared isomer or geometry (same formula, charge and spin) = 24.2 kcal per mole
HOMO = -8.43 eV

Each line ends with the Löwdin charge.
Element x y z (Å)
C1 -1.005617 -0.391525 -2.673741  -0.097
C2 -0.993592 0.772325 -1.684954  -0.313
N1 -0.344290 0.469933 -0.437918  -0.092
C3 -0.516901 1.502239 0.574477  -0.228
C4 0.233164 1.183969 1.873618  -0.222
N2 -0.036177 -0.137280 2.457073  -0.132
C5 0.914186 -1.182090 2.097810  -0.137
H1 -1.808528 -0.246521 -3.393187  0.069
H2 -0.045409 -0.440939 -3.199907  0.069
H3 -1.100508 -1.386021 -2.222712  0.070
H4 -0.500491 1.601495 -2.203843  0.116
H5 -2.025849 1.099559 -1.557574  0.103
H6 -0.688968 -0.414773 -0.077206  0.101
H7 -0.090700 2.405059 0.143747  0.114
H8 -1.574656 1.682665 0.812734  0.114
H9 -0.040017 1.930994 2.618024  0.103
H10 1.308770 1.242697 1.691587  0.113
H11 -1.006835 -0.410951 2.298310  0.099
H12 1.911495 -0.794058 2.293642  0.076
H13 1.046953 -1.373933 1.040593  0.028
H14 0.834422 -2.004176 2.800253  0.078
H15 1.577402 -0.982810 -0.877662  0.009
H16 1.836728 -2.333214 -1.562106  0.039
O1 2.115422 -1.792645 -0.811049  -0.079

Forces on atoms 1 to 3 (eV/Å):
C 0.73 -0.24 0.02
C -0.43 -0.10 -0.83
N 0.44 -0.43 0.30

---

Entry 4:
# H12NO4

A cluster of 5 separate species, H12NO4 in total (ωB97M-V/def2-TZVPD, the OMol25 dataset).

Output
total charge = +1
LUMO = -3.20 eV
energy relative to the best compared isomer or geometry (same formula, charge and spin) = 21.8 kcal per mole
HOMO = -14.59 eV

Each line ends with the Löwdin charge.
Element x y z (Å)
N1 0.502582 0.782322 0.644831  0.303
H1 -0.111875 0.363716 -0.051967  0.104
H2 0.127831 0.735399 1.593652  0.132
H3 1.422564 0.326530 0.698726  0.098
H4 0.680684 1.769295 0.451282  0.151
H5 -4.593661 -0.649558 -2.679840  0.057
H6 -3.929935 -0.281078 -1.407732  0.045
O1 -3.771120 -0.258353 -2.359896  -0.054
H7 0.848273 -2.367189 2.304535  0.061
H8 0.566829 -1.363930 3.411967  0.059
O2 0.582407 -1.449766 2.449619  -0.051
H9 4.034773 1.481760 0.058352  0.066
H10 3.703024 0.390146 1.119873  0.063
O3 3.319056 1.072333 0.553111  -0.047
H11 -1.668415 0.149277 -1.858689  0.016
H12 -0.872657 -0.358322 -2.947918  0.064
O4 -0.840367 -0.342584 -1.979911  -0.066

Forces on atoms 1 to 3 (eV/Å):
N 0.48 0.59 0.87
H -0.01 -0.28 -0.34
H -0.32 -0.36 -0.19

---

Entry 5:
# C6H19AlN3O8S2

A structure of composition C6H19AlN3O8S2 (ωB97M-V/def2-TZVPD, the OMol25 dataset).

Output
total charge = -1
LUMO = 1.79 eV
HOMO = -4.30 eV

Each line ends with the Löwdin charge.
Element x y z (Å)
N1 4.250129 -0.729121 3.271133  0.041
C1 4.081381 0.669064 3.610012  -0.770
N2 4.510895 0.991778 4.996194  0.039
N3 5.060478 1.386842 2.734875  0.023
C2 2.651432 1.192333 3.338330  -0.291
Al1 1.085405 -0.115231 3.613763  0.196
H1 5.256862 -0.889367 3.277458  0.060
H2 3.880214 -1.329668 4.000244  0.028
H3 4.657372 1.997489 5.006779  0.047
H4 3.715970 0.846219 5.615589  0.056
H5 4.923737 0.962065 1.819597  0.057
H6 4.683483 2.323358 2.615978  0.050
H7 2.624843 1.473183 2.278097  0.031
H8 2.481301 2.088966 3.945882  0.027
H9 1.546142 -1.668118 3.800578  -0.145
H10 0.233428 0.380659 4.927455  -0.165
H11 0.129566 -0.038708 2.318622  -0.136
C3 -2.919834 -2.377850 -0.981607  -0.173
C4 -3.275824 -2.249066 0.486273  -0.173
O1 -2.180266 -1.539458 1.059598  -0.190
S1 -1.582914 -0.512625 -0.015115  0.563
O2 -2.146793 0.771379 0.205097  -0.227
O3 -0.194433 -0.728818 -0.152728  -0.234
O4 -2.306356 -1.137093 -1.318919  -0.266
H12 -2.193610 -3.178739 -1.145491  0.134
H13 -3.792234 -2.542751 -1.611165  0.129
H14 -3.394574 -3.210716 0.979233  0.131
H15 -4.183251 -1.654335 0.622723  0.131
C5 -2.652843 0.658696 -6.514333  -0.174
C6 -2.116522 1.817729 -5.699463  -0.168
O5 -2.632415 1.592221 -4.385617  -0.178
S2 -2.732911 0.019364 -4.101588  0.617
O6 -1.594749 -0.409691 -3.385765  -0.197
O7 -4.051180 -0.266412 -3.659623  -0.213
O8 -2.584514 -0.462978 -5.631851  -0.189
H16 -3.697437 0.817458 -6.792172  0.131
H17 -2.065018 0.465894 -7.408190  0.132
H18 -2.449335 2.782935 -6.071223  0.133
H19 -1.025626 1.803112 -5.648663  0.135

Forces on atoms 1 to 3 (eV/Å):
N 0.62 -0.05 0.13
C -0.22 1.21 -0.25
N 0.01 -0.18 0.01

---

Strongest force on any atom, respectively: 6.55, 8.61, 1.41, 1.16, 1.68 eV/Å.